(1)
{
  "formula": "C26H19N5O3ReSbSe4",
  "method": "wB97M-V/def2-TZVPD",
  "symbols": ["Re", "O", "C", "C", "C", "C", "C", "C", "C", "O", "N", "N", "C", "C", "C", "C", "C", "C", "C", "O", "H", "H", "H", "H", "H", "H", "H", "H", "H", "H", "Se", "Sb", "Se", "Se", "Se", "N", "C", "C", "C", "C", "C", "C", "N", "C", "C", "C", "C", "N", "C", "C", "H", "H", "H", "H", "H", "H", "H", "H", "H"],
  "xyz": [[-0.508, -1.578, 0.396], [-2.952, -6.514, -0.359], [-3.809, -5.573, -0.768], [-5.095, -6.000, -1.108], [-6.029, -5.094, -1.548], [-5.721, -3.731, -1.665], [-4.468, -3.296, -1.320], [-3.491, -4.202, -0.858], [-2.188, -3.726, -0.471], [-2.037, -2.366, -0.378], [-1.169, -4.449, -0.169], [-0.076, -3.646, 0.156], [1.043, -4.288, 0.232], [2.325, -3.662, 0.348], [3.482, -4.447, 0.399], [4.727, -3.843, 0.399], [4.828, -2.458, 0.330], [3.694, -1.654, 0.273], [2.457, -2.271, 0.289], [1.346, -1.469, 0.274], [-2.071, -6.139, -0.207], [-5.323, -7.053, -1.023], [-7.017, -5.444, -1.815], [-6.462, -3.035, -2.031], [-4.211, -2.250, -1.422], [0.990, -5.368, 0.133], [3.394, -5.525, 0.432], [5.620, -4.450, 0.440], [5.804, -1.992, 0.316], [3.767, -0.578, 0.213], [-4.201, -1.454, 1.892], [-2.660, -0.812, 3.819], [-0.700, -2.095, 2.693], [-2.730, -0.067, 0.676], [-2.402, 1.367, 2.513], [2.095, 5.247, 0.788], [2.161, 6.532, 0.297], [2.897, 7.651, 0.695], [2.710, 8.792, -0.049], [1.828, 8.835, -1.153], [1.110, 7.732, -1.542], [1.285, 6.556, -0.797], [0.708, 5.320, -0.966], [1.209, 4.574, -0.012], [0.833, 3.183, 0.145], [-0.008, 2.604, -0.817], [-0.380, 1.293, -0.688], [0.009, 0.516, 0.353], [0.830, 1.062, 1.268], [1.255, 2.367, 1.197], [2.616, 4.890, 1.568], [3.573, 7.628, 1.539], [3.254, 9.688, 0.215], [1.725, 9.763, -1.699], [0.436, 7.755, -2.386], [-0.342, 3.194, -1.659], [-1.004, 0.822, -1.438], [1.142, 0.419, 2.079], [1.901, 2.736, 1.981]],
  "forces_ev_per_a": [[-0.1, 0.1, 1.6], [0.0, 0.0, 0.0], [0.0, 0.0, 0.0], [0.0, 0.1, 0.0], [0.0, 0.0, 0.0], [0.0, 0.0, 0.0], [0.0, 0.0, 0.0], [0.1, -0.1, 0.0], [0.0, 0.2, 0.1], [-0.4, -0.3, -0.6], [0.0, 0.1, -0.1], [-0.2, -0.3, -0.2], [0.1, 0.2, 0.0], [0.0, 0.1, 0.0], [0.1, 0.1, 0.0], [-0.1, -0.1, 0.0], [-0.1, 0.1, 0.0], [0.1, -0.3, 0.0], [-0.4, 0.2, 0.2], [1.0, -0.1, -0.6], [0.0, 0.0, 0.0], [0.0, 0.0, 0.0], [0.0, 0.0, 0.0], [0.0, 0.0, 0.0], [0.0, 0.0, 0.0], [0.0, 0.0, 0.0], [0.0, 0.0, 0.0], [0.0, 0.0, 0.0], [0.0, 0.0, 0.0], [0.0, 0.0, 0.0], [-0.1, -0.1, -0.1], [-0.1, 0.1, 0.5], [0.1, -0.2, -0.4], [0.0, 0.0, -0.1], [0.1, 0.1, -0.1], [0.0, 0.1, -0.1], [0.1, 0.0, 0.1], [0.0, 0.0, 0.0], [0.0, 0.0, 0.0], [0.0, 0.0, 0.0], [0.0, 0.0, 0.0], [-0.1, 0.0, -0.1], [0.1, 0.0, 0.0], [-0.1, -0.1, 0.0], [0.0, 0.1, -0.1], [0.0, 0.0, 0.0], [0.0, 0.0, 0.0], [-0.1, 0.3, -0.4], [0.0, 0.0, 0.0], [0.0, -0.1, 0.1], [0.0, 0.0, 0.0], [0.0, 0.0, 0.0], [0.0, 0.0, 0.0], [0.0, 0.0, 0.0], [0.0, 0.0, 0.0], [0.0, 0.0, 0.0], [0.0, 0.0, 0.0], [0.0, 0.0, 0.0], [0.0, 0.0, 0.0]],
  "e_lumo_ev": [-8.1, -8.1],
  "total_energy_ev": -310904.3705,
  "total_charge": 2,
  "orbital_gap_ev": [4.608, 4.608]
}

(2)
{
  "formula": "C26H19N9OSTc",
  "method": "wB97M-V/def2-TZVPD",
  "symbols": ["Tc", "C", "C", "N", "C", "C", "N", "C", "C", "C", "C", "C", "N", "C", "C", "N", "C", "C", "N", "C", "C", "C", "N", "C", "C", "H", "H", "H", "H", "H", "H", "H", "H", "H", "H", "H", "H", "N", "C", "S", "N", "N", "C", "C", "C", "C", "C", "C", "C", "O", "H", "H", "H", "H", "H", "H", "H"],
  "xyz": [[-1.079, -0.878, -0.965], [-0.504, 4.675, -0.812], [-1.093, 3.909, -1.770], [-0.842, 1.959, -0.513], [0.398, 1.898, 0.129], [1.036, 3.136, 0.225], [0.558, 4.338, -0.045], [1.083, 0.657, 0.554], [2.137, 0.714, 1.457], [2.908, -0.411, 1.729], [2.582, -1.596, 1.066], [1.488, -1.629, 0.234], [0.732, -0.529, 0.009], [1.053, -2.851, -0.495], [1.743, -4.052, -0.503], [1.310, -5.114, -1.174], [0.174, -4.989, -1.845], [-0.544, -3.800, -1.859], [-0.096, -2.740, -1.188], [4.033, -0.357, 2.684], [4.840, 0.771, 2.782], [5.886, 0.759, 3.692], [6.159, -0.269, 4.494], [5.373, -1.340, 4.397], [4.311, -1.438, 3.511], [-0.817, 5.709, -0.730], [-1.782, 4.293, -2.513], [2.050, 3.142, 0.607], [2.344, 1.632, 1.987], [3.185, -2.480, 1.215], [2.672, -4.169, 0.039], [-0.185, -5.853, -2.389], [-1.477, -3.690, -2.397], [4.693, 1.631, 2.142], [6.542, 1.618, 3.776], [5.601, -2.163, 5.063], [3.698, -2.331, 3.504], [-0.282, 2.479, -4.005], [-0.447, 1.808, -2.878], [-0.230, 0.102, -2.926], [-0.791, 2.533, -1.786], [-1.799, 0.941, -0.404], [-3.025, 1.325, -0.221], [-4.143, 0.454, -0.322], [-5.406, 0.978, 0.034], [-6.535, 0.206, -0.054], [-6.424, -1.109, -0.520], [-5.207, -1.646, -0.893], [-4.058, -0.875, -0.797], [-2.887, -1.434, -1.180], [-0.101, 1.979, -4.863], [-0.236, 3.487, -4.026], [-3.193, 2.378, -0.009], [-5.469, 2.001, 0.386], [-7.498, 0.608, 0.225], [-7.313, -1.721, -0.597], [-5.127, -2.658, -1.264]],
  "forces_ev_per_a": [[-0.3, 0.5, -0.4], [0.1, -0.1, 0.1], [0.1, 0.0, 0.0], [-0.1, -0.1, 0.2], [0.1, -0.2, 0.0], [0.0, 0.2, -0.1], [0.0, -0.1, -0.1], [-0.2, 0.2, 0.0], [0.1, 0.1, 0.1], [0.0, 0.0, 0.0], [0.1, 0.0, 0.1], [-0.1, -0.1, -0.1], [0.1, 0.0, 0.0], [0.0, 0.2, 0.1], [0.1, -0.1, 0.0], [-0.1, 0.1, 0.0], [0.0, -0.1, 0.0], [0.0, 0.1, 0.0], [0.1, -0.2, -0.1], [-0.1, 0.0, -0.1], [0.0, 0.0, 0.0], [0.1, 0.0, 0.1], [-0.3, 0.0, -0.2], [0.1, 0.0, 0.1], [0.0, 0.0, 0.0], [0.0, 0.0, 0.0], [0.0, 0.0, 0.0], [0.0, 0.0, 0.0], [0.0, 0.0, 0.0], [0.0, 0.0, 0.0], [0.0, 0.0, 0.0], [0.0, 0.0, 0.0], [0.0, 0.0, 0.0], [0.0, 0.0, 0.0], [0.0, 0.0, 0.0], [0.0, 0.0, 0.0], [0.0, 0.0, 0.0], [0.0, 0.0, -0.1], [-0.1, 0.2, 0.1], [-0.1, -0.2, 0.4], [-0.1, -0.1, -0.2], [0.3, -0.1, -0.2], [-0.1, 0.0, 0.0], [0.0, 0.2, 0.1], [0.0, 0.0, 0.0], [0.0, 0.0, 0.0], [0.0, 0.0, 0.0], [-0.2, 0.0, 0.0], [0.5, -0.2, -0.1], [-0.3, 0.1, 0.2], [0.0, 0.0, 0.0], [0.0, 0.0, 0.0], [0.0, 0.0, 0.0], [0.0, 0.0, 0.0], [0.0, 0.0, 0.0], [0.0, 0.0, 0.0], [0.0, 0.0, 0.0]],
  "spin_multiplicity": 4,
  "e_lumo_ev": [-6.7, -7.9],
  "total_energy_ev": -55746.6101,
  "total_charge": 2,
  "orbital_gap_ev": [7.082, 6.330]
}

(3)
{
  "formula": "C26H20AuN4PSe2",
  "method": "wB97M-V/def2-TZVPD",
  "symbols": ["Au", "N", "C", "C", "C", "C", "C", "C", "C", "C", "C", "C", "C", "C", "H", "H", "H", "H", "H", "H", "H", "H", "H", "H", "Se", "P", "Se", "C", "C", "C", "C", "C", "C", "C", "C", "C", "C", "C", "C", "H", "H", "H", "H", "H", "H", "H", "H", "H", "H", "N", "C", "N", "C", "N"],
  "xyz": [[13.190, -15.624, -3.110], [11.294, -13.791, -6.506], [10.845, -14.988, -6.111], [9.482, -15.177, -5.735], [9.039, -16.400, -5.242], [9.864, -17.516, -5.124], [11.205, -17.281, -5.468], [11.686, -16.060, -5.916], [13.158, -15.800, -6.004], [13.638, -15.842, -7.303], [14.977, -15.637, -7.565], [15.873, -15.522, -6.503], [15.350, -15.356, -5.209], [14.022, -15.512, -4.934], [10.674, -12.972, -6.367], [12.277, -13.622, -6.751], [8.715, -14.452, -5.992], [7.993, -16.487, -5.093], [9.358, -18.398, -4.882], [11.961, -18.052, -5.290], [12.938, -15.829, -8.136], [15.170, -15.664, -8.611], [16.942, -15.602, -6.698], [15.986, -15.240, -4.338], [13.096, -13.020, -3.070], [11.166, -12.646, -2.153], [9.809, -14.028, -3.107], [11.148, -12.738, -0.372], [9.892, -12.375, 0.173], [9.711, -12.439, 1.538], [10.882, -12.595, 2.250], [12.088, -12.878, 1.669], [12.260, -13.064, 0.340], [10.605, -11.005, -2.573], [9.851, -10.868, -3.718], [9.034, -9.713, -3.898], [9.097, -8.686, -2.938], [9.916, -8.864, -1.810], [10.654, -10.021, -1.598], [9.041, -12.112, -0.411], [8.680, -12.332, 1.975], [10.933, -12.537, 3.361], [12.987, -13.137, 2.298], [13.167, -13.281, -0.215], [9.719, -11.695, -4.397], [8.375, -9.614, -4.705], [8.572, -7.711, -3.045], [9.923, -8.016, -1.141], [11.180, -9.983, -0.639], [12.426, -15.801, -1.165], [11.923, -16.394, -0.260], [11.398, -16.988, 0.681], [10.122, -17.048, 0.973], [8.947, -17.114, 1.084]],
  "forces_ev_per_a": [[0.1, 0.3, 0.8], [0.1, 2.5, -0.7], [-1.9, -0.3, 1.0], [0.3, -0.2, -0.6], [0.7, 0.0, -0.8], [0.3, 2.7, -0.9], [0.2, -1.0, 0.7], [1.0, -0.5, 1.4], [-0.4, -0.4, -0.9], [0.0, 1.2, 0.2], [-0.3, -0.6, 0.5], [-0.2, 0.2, -0.2], [1.4, -0.5, 0.0], [-2.0, -0.8, -0.5], [1.0, -1.0, -0.3], [-0.9, -0.2, 0.4], [0.3, 0.3, 0.2], [-0.8, -0.2, 0.4], [0.2, -1.5, 0.5], [-0.3, 0.1, -0.2], [0.0, -0.5, 0.1], [1.1, 0.0, -0.5], [-0.2, 0.4, 0.2], [0.4, 0.1, -0.3], [0.2, 0.3, -0.2], [1.0, -0.4, -0.3], [-0.4, -0.8, 0.2], [-2.1, 0.8, -1.7], [0.6, -1.0, 0.5], [-0.7, 0.5, 0.0], [0.0, -0.2, 2.6], [2.7, -1.3, 2.1], [-0.2, 0.7, -1.2], [0.0, -0.5, 0.7], [-1.8, 1.7, -0.3], [1.8, -0.1, 1.9], [0.4, -0.3, -0.2], [-0.6, 0.7, -1.0], [-0.4, 1.9, 0.4], [-0.3, 0.0, -0.8], [1.4, 0.1, -0.3], [-0.5, -0.1, -0.9], [-1.2, 0.7, -0.3], [0.0, -0.3, 0.5], [0.2, 0.0, -0.1], [-0.7, 0.0, -1.2], [0.2, -1.0, 0.0], [0.3, -0.2, 0.4], [0.1, -0.9, -0.6], [-0.5, -1.1, 1.2], [1.0, 1.9, -3.3], [-0.1, -1.1, 2.2], [-3.1, 0.1, -0.7], [2.7, 0.1, 0.3]],
  "spin_multiplicity": 3,
  "e_lumo_ev": [-0.1, -3.0],
  "total_energy_ev": -176917.5008,
  "orbital_gap_ev": [7.854, 5.104]
}